Entry 1:
Density functional theory data (ωB97M-V/def2-TZVPD) for a cluster of 2 separate species, C6H12O in total at a distorted geometry.

```
19
Properties=species:S:1:pos:R:3:lowdin_charge:R:1
C -1.113 -1.772 -0.326 0.031
C -0.719 -0.538 0.193 -0.164
C 0.655 0.018 0.030 -0.356
C 1.020 0.786 -1.007 0.077
C 1.600 -0.223 1.173 -0.224
C 1.054 0.379 2.533 -0.084
H -2.164 -2.179 -0.307 0.069
H -0.259 -2.319 -0.888 0.095
H -1.289 -0.087 0.923 0.069
H 0.207 0.999 -1.743 0.061
H 2.002 1.195 -1.033 0.054
H 2.595 0.132 0.914 0.104
H 1.777 -1.214 1.371 0.071
H 0.946 1.550 2.297 0.120
H 0.075 -0.001 2.779 0.044
H 1.828 0.185 3.295 0.066
O -2.014 0.988 -2.385 -0.070
H -1.929 0.262 -1.741 0.006
H -2.664 1.680 -2.356 0.031
```

Summary:
LUMO level (eV): 0.95
Electronic energy (a.u.): -310.96248
HOMO level (eV): -9.405

---

Entry 2:
Density functional theory data (ωB97M-V/def2-TZVPD) for the molecule C6H12O.

```
19
Properties=species:S:1:pos:R:3:lowdin_charge:R:1
C -1.706 -0.984 2.160 -0.099
C -0.424 -1.262 1.406 -0.229
O 0.266 -0.082 0.928 -0.125
C -0.482 0.881 0.439 -0.048
C 0.427 1.731 -0.411 -0.210
C 0.336 0.890 -1.712 -0.262
C 1.489 -0.101 -1.860 -0.108
H -2.407 -0.431 1.533 0.060
H -1.508 -0.394 3.059 0.081
H -2.153 -1.939 2.455 0.079
H -0.613 -1.878 0.519 0.122
H 0.314 -1.777 2.025 0.119
H -0.620 0.342 -1.657 0.097
H 1.465 1.801 -0.061 0.112
H 0.011 2.732 -0.556 0.098
H 0.246 1.535 -2.589 0.106
H 1.268 -0.861 -2.618 0.071
H 2.414 0.410 -2.150 0.075
H 1.679 -0.613 -0.910 0.065
```

Summary:
LUMO level (eV): 1.07
Electronic energy (a.u.): -310.94593
HOMO level (eV): -8.182

---

Entry 3:
Density functional theory data (ωB97M-V/def2-TZVPD) for a cluster of 2 separate species, C6H12O in total.

```
19
Properties=species:S:1:pos:R:3:lowdin_charge:R:1
C 2.035 -0.169 0.898 -0.115
C 1.594 -0.524 -0.523 -0.273
C 0.808 0.568 -1.199 -0.205
C -0.262 0.362 -1.962 -0.053
C -2.171 0.127 0.063 -0.144
C -1.863 -0.693 1.297 -0.129
O -2.006 1.398 0.394 -0.025
H 2.645 -0.969 1.330 0.070
H 1.177 0.000 1.561 0.061
H 2.639 0.746 0.899 0.071
H 1.007 -1.453 -0.515 0.103
H 2.486 -0.727 -1.131 0.107
H 1.158 1.591 -1.035 0.105
H -0.713 -0.619 -2.087 0.059
H -0.824 1.191 -2.388 0.056
H -2.844 -1.138 1.516 0.072
H -1.525 -0.110 2.166 0.068
H -1.170 -1.531 1.103 0.072
H -2.173 1.951 -0.388 0.100
```

Summary:
LUMO level (eV): 0.91
Electronic energy (a.u.): -310.92421
HOMO level (eV): -8.200

---

Entry 4:
Density functional theory data (ωB97M-V/def2-TZVPD) for the molecule C6H12O.

```
19
Properties=species:S:1:pos:R:3:lowdin_charge:R:1
C 1.003 -0.491 1.663 -0.077
C -0.121 -0.128 0.688 -0.414
C -1.376 -0.963 0.940 -0.071
C 0.387 -0.204 -0.742 -0.220
C -0.483 0.142 -1.921 -0.058
C 0.603 1.077 -1.519 -0.336
O 0.171 2.280 -0.956 -0.020
H 1.919 0.067 1.429 0.079
H 0.722 -0.276 2.701 0.077
H 1.244 -1.561 1.597 0.081
H -0.407 0.919 0.869 0.128
H -1.716 -0.833 1.975 0.078
H -1.196 -2.033 0.778 0.083
H -2.188 -0.656 0.271 0.072
H 1.121 -0.987 -0.928 0.141
H -0.355 -0.431 -2.835 0.104
H -1.494 0.482 -1.707 0.113
H 1.487 1.163 -2.154 0.141
H 0.680 2.433 -0.147 0.098
```

Summary:
LUMO level (eV): 0.97
Electronic energy (a.u.): -311.01547
HOMO level (eV): -9.810

---

Entry 5:
Density functional theory data (ωB97M-V/def2-TZVPD) for a cluster of 2 separate species, C6H12O in total.

```
19
Properties=species:S:1:pos:R:3:lowdin_charge:R:1
C -1.362 -0.917 1.450 -0.006
C -0.964 -1.480 0.313 -0.212
C -0.977 -0.837 -1.049 -0.273
C -1.632 0.538 -1.113 -0.120
H -1.741 0.101 1.491 0.057
H -1.319 -1.457 2.392 0.052
H -0.585 -2.504 0.341 0.094
H 0.062 -0.764 -1.406 0.095
H -1.472 -1.522 -1.751 0.105
H -1.618 0.923 -2.139 0.071
H -2.678 0.491 -0.789 0.078
H -1.106 1.252 -0.472 0.050
C 2.404 0.278 0.283 -0.054
C 1.922 1.677 0.540 -0.308
O 0.806 1.967 0.902 0.029
H 1.642 -0.445 0.582 0.062
H 3.340 0.096 0.824 0.080
H 2.629 0.160 -0.784 0.084
H 2.676 2.474 0.367 0.115
```

Summary:
LUMO level (eV): 1.02
Electronic energy (a.u.): -311.00951
HOMO level (eV): -9.443

---

Entry 6:
Density functional theory data (ωB97M-V/def2-TZVPD) for the molecule C6H12O.

```
19
Properties=species:S:1:pos:R:3:lowdin_charge:R:1
C 2.250 -0.294 0.909 -0.109
C 1.374 -0.469 -0.330 -0.239
C 0.261 0.529 -0.633 -0.207
C -0.798 -0.018 -1.569 -0.046
C -1.200 0.455 -0.216 -0.528
C -1.694 -0.406 0.918 -0.006
O -1.927 1.655 -0.358 0.001
H 3.056 -1.040 0.889 0.070
H 1.689 -0.441 1.838 0.066
H 2.724 0.693 0.946 0.071
H 0.949 -1.482 -0.316 0.104
H 2.028 -0.451 -1.214 0.114
H 0.581 1.556 -0.801 0.141
H -0.749 -1.089 -1.752 0.112
H -1.145 0.580 -2.405 0.112
H -2.692 -0.812 0.720 0.087
H -1.758 0.209 1.827 0.085
H -1.007 -1.228 1.135 0.080
H -2.088 2.034 0.514 0.094
```

Summary:
LUMO level (eV): 1.01
Electronic energy (a.u.): -311.01478
HOMO level (eV): -9.244

---

Entry 7:
Density functional theory data (ωB97M-V/def2-TZVPD) for a cluster of 2 separate species, C6H12O in total at a distorted geometry.

```
19
Properties=species:S:1:pos:R:3:lowdin_charge:R:1
C 0.805 -3.585 -0.262 0.008
C 1.522 -2.518 0.135 -0.200
C 0.964 -1.160 0.108 -0.132
C 0.334 -0.627 -0.989 -0.117
C -0.447 0.670 -0.752 -0.240
C -0.152 1.554 -1.998 -0.122
H -0.177 -3.310 -0.647 0.055
H 1.068 -4.605 -0.015 0.049
H 2.529 -2.577 0.552 0.092
H 1.346 -0.461 0.846 0.105
H 0.730 -0.740 -1.985 0.106
H -1.488 0.337 -0.761 0.100
H -0.223 1.174 0.185 0.101
H 0.894 1.379 -2.327 0.068
H -0.150 2.629 -1.874 0.058
H -0.721 1.195 -2.855 0.069
O -2.067 3.211 4.081 -0.061
H -2.737 3.734 3.643 0.024
H -2.030 3.699 4.917 0.037
```

Summary:
LUMO level (eV): 0.91
Electronic energy (a.u.): -310.95245
HOMO level (eV): -8.291

---

Entry 8:
Density functional theory data (ωB97M-V/def2-TZVPD) for the molecule C6H12O at a distorted geometry.

```
19
Properties=species:S:1:pos:R:3:lowdin_charge:R:1
C -3.103 1.001 1.079 -0.161
C -2.411 -0.003 0.138 -0.285
C -1.197 0.711 -0.429 -0.265
C 0.048 0.043 0.086 -0.172
C 1.116 -0.182 -0.679 -0.090
C 2.421 -0.456 0.125 -0.301
O 3.423 -1.168 -0.509 -0.051
H -2.721 0.856 2.110 0.081
H -3.250 2.021 0.590 0.092
H -4.165 0.855 1.135 0.040
H -3.171 -0.302 -0.764 0.146
H -2.213 -0.903 0.867 0.130
H -1.241 0.503 -1.485 0.093
H -1.110 1.847 -0.229 0.143
H 0.110 -0.080 1.338 0.177
H 0.969 -0.437 -1.721 0.106
H 2.643 0.495 0.605 0.095
H 2.124 -1.047 1.160 0.152
H 3.406 -1.152 -1.453 0.071
```

Summary:
LUMO level (eV): 1.01
Electronic energy (a.u.): -310.92771
HOMO level (eV): -8.990

---

Entry 9:
Density functional theory data (ωB97M-V/def2-TZVPD) for the molecule C6H12O at a distorted geometry.

```
19
Properties=species:S:1:pos:R:3:lowdin_charge:R:1
C -1.987 -0.799 0.418 -0.075
C -1.420 0.561 0.056 -0.300
C -1.110 0.892 -1.371 -0.093
C 0.034 0.760 -0.385 -0.226
C 1.056 -0.388 -0.333 -0.216
C 2.629 -0.030 0.391 -0.013
O 0.975 -1.136 0.912 -0.165
H -1.471 -1.600 -0.118 0.076
H -3.054 -0.857 0.167 0.077
H -1.891 -1.004 1.490 0.074
H -1.830 1.382 0.647 0.130
H -1.249 0.102 -2.108 0.108
H -1.363 1.884 -1.743 0.101
H 0.450 1.716 -0.077 0.125
H 0.688 -1.143 -1.104 0.149
H 2.728 1.022 0.215 0.030
H 3.343 -0.665 -0.110 0.047
H 2.870 -0.172 1.505 0.095
H 0.602 -0.525 1.545 0.075
```

Summary:
LUMO level (eV): 1.08
Electronic energy (a.u.): -310.90661
HOMO level (eV): -8.343

---

Entry 10:
Density functional theory data (ωB97M-V/def2-TZVPD) for a cluster of 2 separate species, C6H12O in total.

```
19
Properties=species:S:1:pos:R:3:lowdin_charge:R:1
C -2.168 -0.204 0.903 -0.104
C -1.176 0.807 0.328 -0.230
C -0.420 0.259 -0.867 -0.271
C 0.964 0.730 -1.202 -0.072
C 0.742 -0.697 -0.746 -0.206
C 1.341 -1.294 0.494 -0.301
O 2.452 -1.780 0.481 0.016
H -2.889 -0.526 0.143 0.076
H -2.730 0.221 1.741 0.072
H -1.651 -1.100 1.265 0.063
H -0.474 1.130 1.109 0.101
H -1.714 1.712 0.013 0.113
H -1.062 0.054 -1.723 0.139
H 1.243 0.882 -2.242 0.105
H 1.440 1.426 -0.516 0.088
H 0.829 -1.439 -1.534 0.142
H 0.731 -1.347 1.419 0.115
H 1.961 0.719 1.676 0.072
H 2.567 0.461 1.333 0.082
```

Summary:
LUMO level (eV): 0.99
Electronic energy (a.u.): -310.96700
HOMO level (eV): -9.716

---

Entry 11:
Density functional theory data (ωB97M-V/def2-TZVPD) for the molecule C6H12O at a distorted geometry.

```
19
Properties=species:S:1:pos:R:3:lowdin_charge:R:1
C -0.541 1.137 1.405 -0.071
C -0.125 0.928 -0.072 -0.387
C 1.290 1.170 -0.276 -0.017
C 1.543 -1.014 -0.973 -0.149
O 0.612 -1.408 0.011 -0.111
C -0.426 -0.603 -0.424 -0.350
C -1.761 -1.174 -0.055 -0.046
H -0.377 2.173 1.714 0.077
H -1.602 0.908 1.559 0.068
H 0.047 0.485 2.059 0.089
H -0.771 1.531 -0.719 0.136
H 1.964 1.005 0.562 0.083
H 1.629 1.900 -1.007 0.075
H 2.549 -0.829 -0.590 0.093
H 1.610 -1.825 -1.712 0.102
H 0.662 -0.390 -1.593 0.152
H -1.823 -1.392 1.021 0.088
H -2.569 -0.486 -0.322 0.084
H -1.911 -2.118 -0.589 0.084
```

Summary:
LUMO level (alpha / beta) (eV): 0.69 / 0.47
Electronic energy (a.u.): -310.83763
HOMO level (alpha / beta) (eV): -7.190 / -7.380

---

Entry 12:
Density functional theory data (ωB97M-V/def2-TZVPD) for a cluster of 2 separate species, C6H12O in total.

```
19
Properties=species:S:1:pos:R:3:lowdin_charge:R:1
C 1.097 -1.757 1.086 -0.103
C 0.043 -0.663 1.261 -0.232
C -0.868 -0.529 0.056 -0.272
C -1.495 0.775 -0.322 -0.067
C -0.434 0.156 -1.219 -0.198
C 0.887 0.819 -1.474 -0.280
O 1.105 1.385 -2.522 0.034
H 0.629 -2.728 0.890 0.076
H 1.717 -1.860 1.984 0.072
H 1.762 -1.534 0.243 0.067
H 0.535 0.294 1.480 0.094
H -0.581 -0.886 2.137 0.113
H -1.484 -1.411 -0.119 0.140
H -2.515 0.803 -0.701 0.106
H -1.220 1.656 0.251 0.083
H -0.803 -0.271 -2.148 0.141
H 1.709 0.769 -0.730 0.108
H 0.967 2.619 0.656 0.055
H 0.788 2.936 0.026 0.062
```

Summary:
LUMO level (eV): 1.10
Electronic energy (a.u.): -310.97482
HOMO level (eV): -9.679

---

Entry 13:
Density functional theory data (ωB97M-V/def2-TZVPD) for a cluster of 2 separate species, C6H12O in total.

```
19
Properties=species:S:1:pos:R:3:lowdin_charge:R:1
C -1.934 0.801 -0.258 -0.080
C -0.654 0.064 -0.031 -0.304
C -0.179 -0.995 -0.686 -0.126
O 1.080 -1.388 -0.324 -0.063
C 1.619 -0.286 0.447 -0.349
C 2.421 0.600 -0.496 -0.043
C 0.385 0.440 1.008 -0.094
H -2.596 0.258 -0.941 0.065
H -1.740 1.789 -0.697 0.079
H -2.478 0.964 0.680 0.077
H -0.635 -1.588 -1.471 0.132
H 2.257 -0.724 1.220 0.143
H 3.201 0.023 -1.002 0.082
H 2.885 1.429 0.049 0.083
H 1.752 1.019 -1.257 0.088
H 0.555 1.520 1.099 0.120
H 0.100 0.068 2.003 0.122
H -2.656 -1.910 0.352 0.021
H -3.380 -2.082 0.306 0.047
```

Summary:
LUMO level (eV): 1.05
Electronic energy (a.u.): -310.99638
HOMO level (eV): -8.165

---

ΔE to the lowest compared entry with this formula, charge and spin: 254.1, 297.6, 354.6, 115.0, 130.7, 116.8, 280.5, 345.4, 400.8, 242.3, 581.9, 221.7, 165.1 (kJ/mol)